{"formula": "C3H9NO3", "method": "ωB97M-V/def2-TZVPD", "elements": ["O", "O", "O", "N", "C", "C", "C", "H", "H", "H", "H", "H", "H", "H", "H", "H"], "xyz": [[-5.10523, 1.29919, -0.86077], [2.69258, 0.81981, 1.02726], [3.46475, 0.93991, -1.03853], [-0.44948, -1.66198, 0.39602], [1.26391, -0.12563, -0.49580], [0.44027, -0.52850, 0.71195], [2.58705, 0.58708, -0.30509], [-4.26757, 1.50841, -1.29252], [-0.03635, -2.53793, 0.78666], [0.53043, 0.40030, -1.17779], [1.13007, -0.75830, 1.53567], [3.44391, 1.32553, 1.35829], [1.44412, -1.05501, -1.06870], [-1.33074, -1.51110, 0.85301], [-5.71366, 0.92845, -1.50672], [-0.09405, 0.36978, 1.07709]], "forces_ev_per_angstrom": [[0.0888, 0.1003, 0.3301], [-0.7110, -0.1002, 1.1328], [-0.5821, -0.4218, -0.8911], [0.8651, -0.3303, 0.3949], [-1.0150, -0.6743, -2.3337], [0.6158, 0.3290, 1.2279], [0.2937, 0.7796, 1.4634], [-0.3919, -0.1796, -0.1663], [-0.6230, 1.0692, -0.5070], [1.2681, -0.0354, 0.4470], [-0.2486, -0.1593, -0.1578], [0.3476, -0.0096, -0.8445], [0.2707, 0.3644, 0.1756], [-0.3316, -0.1858, 0.1218], [0.3099, 0.0748, -0.1627], [-0.1563, -0.6210, -0.2305]], "homo_lumo_gap_ev": 10.31, "relative_energy_kcal_mol": 27.94, "charge": 0, "largest_force_ha_per_bohr": 0.051, "smiles": "NCCC(=O)O.O", "lumo_ev": 0.58}

---

{"formula": "C3H9NO3", "method": "ωB97M-V/def2-TZVPD", "elements": ["O", "O", "O", "N", "C", "C", "C", "H", "H", "H", "H", "H", "H", "H", "H", "H"], "xyz": [[1.33014, 0.62059, 0.96519], [1.60776, -2.35058, -1.40189], [-0.02676, 0.49881, 2.73723], [-0.77971, -0.87638, -0.19779], [0.11896, 0.52042, 1.54700], [-0.96518, 1.63928, -0.38062], [-0.98483, 0.39072, 0.50991], [0.11959, -0.86846, -0.66005], [-1.90700, 0.32055, 1.06217], [2.01196, 0.66012, 1.66294], [1.35652, -3.27463, -1.35682], [2.50232, -2.17940, -1.70347], [-0.08668, 1.60231, -1.01022], [-1.00727, 2.54969, 0.22722], [-1.83214, 1.70506, -1.05294], [-1.45767, -0.95811, -0.94786]], "forces_ev_per_angstrom": [[0.4718, 0.1056, 0.0299], [-0.5631, 0.8689, 0.1674], [-0.0290, 0.1719, 0.1045], [-0.1495, 0.2364, -0.0640], [-0.1252, -0.4581, 0.0941], [-0.6859, 0.0792, -0.0140], [0.3825, 0.0954, -0.3882], [0.2704, -0.1565, 0.0241], [-0.3286, 0.0498, 0.2453], [-0.4340, -0.0424, -0.1873], [0.6311, -0.0974, -0.1824], [-0.0113, -0.7385, -0.0324], [0.3359, 0.2742, -0.0074], [0.3000, -0.0469, -0.1167], [0.0768, -0.3377, 0.2173], [-0.1419, -0.0039, 0.1098]], "homo_lumo_gap_ev": 9.98, "relative_energy_kcal_mol": 15.89, "charge": 0, "largest_force_ha_per_bohr": 0.020, "smiles": "C[C@@H](N)C(=O)O.O", "lumo_ev": 0.62}

---

Copy entry 2 word for word.
{"formula": "C3H9NO3", "method": "ωB97M-V/def2-TZVPD", "elements": ["O", "O", "O", "N", "C", "C", "C", "H", "H", "H", "H", "H", "H", "H", "H", "H"], "xyz": [[1.33014, 0.62059, 0.96519], [1.60776, -2.35058, -1.40189], [-0.02676, 0.49881, 2.73723], [-0.77971, -0.87638, -0.19779], [0.11896, 0.52042, 1.54700], [-0.96518, 1.63928, -0.38062], [-0.98483, 0.39072, 0.50991], [0.11959, -0.86846, -0.66005], [-1.90700, 0.32055, 1.06217], [2.01196, 0.66012, 1.66294], [1.35652, -3.27463, -1.35682], [2.50232, -2.17940, -1.70347], [-0.08668, 1.60231, -1.01022], [-1.00727, 2.54969, 0.22722], [-1.83214, 1.70506, -1.05294], [-1.45767, -0.95811, -0.94786]], "forces_ev_per_angstrom": [[0.4718, 0.1056, 0.0299], [-0.5631, 0.8689, 0.1674], [-0.0290, 0.1719, 0.1045], [-0.1495, 0.2364, -0.0640], [-0.1252, -0.4581, 0.0941], [-0.6859, 0.0792, -0.0140], [0.3825, 0.0954, -0.3882], [0.2704, -0.1565, 0.0241], [-0.3286, 0.0498, 0.2453], [-0.4340, -0.0424, -0.1873], [0.6311, -0.0974, -0.1824], [-0.0113, -0.7385, -0.0324], [0.3359, 0.2742, -0.0074], [0.3000, -0.0469, -0.1167], [0.0768, -0.3377, 0.2173], [-0.1419, -0.0039, 0.1098]], "homo_lumo_gap_ev": 9.98, "relative_energy_kcal_mol": 15.89, "charge": 0, "largest_force_ha_per_bohr": 0.020, "smiles": "C[C@@H](N)C(=O)O.O", "lumo_ev": 0.62}